*a*
ORCA calculation (ωB97M-V with the def2-TZVPD basis set) on 2 unconnected molecules or ions with the total composition C3H9NO3.

**Structure (SMILES)**: CNCC(=O)O.O
**HOMO-LUMO gap**: 9.85 eV
**Charge**: 0

Element x y z (Å)
C 2.202 0.795 -0.507
N 1.148 0.030 -1.182
C -0.132 0.100 -0.506
C -1.111 -0.757 -1.313
O -1.780 -1.705 -0.626
O -1.353 -0.557 -2.472
H 3.168 0.322 -0.687
H 2.292 1.808 -0.904
H 2.126 0.880 0.586
H 1.493 -0.923 -1.114
H -0.056 -0.229 0.534
H -0.640 1.062 -0.574
H -2.282 -2.142 -1.335
H -2.117 -0.186 3.541
H -1.410 1.151 3.541
O -1.548 0.350 3.018

Atom-resolved charges from natural (NBO), all expressed in e:
1. C -0.420
2. N -0.593
3. C -0.327
4. C 0.782
5. O -0.676
6. O -0.589
7. H 0.199
8. H 0.192
9. H 0.169
10. H 0.349
11. H 0.199
12. H 0.223
13. H 0.492
14. H 0.469
15. H 0.469
16. O -0.936



*b*
ORCA calculation (ωB97M-V with the def2-TZVPD basis set) on 2 unconnected molecules or ions with the total composition C3H9NO3.

**Structure (SMILES)**: CNC(=O)OC.O
**HOMO-LUMO gap**: 10.27 eV
**Charge**: 0

Element x y z (Å)
C -1.150 1.541 1.594
C -0.352 0.459 -0.392
C 0.114 -0.894 -2.261
H 1.759 -1.973 0.784
H 1.995 -2.520 2.271
H -1.577 2.340 0.976
H -0.893 1.758 2.648
H -1.885 0.712 1.592
H 0.974 1.113 1.075
H 0.978 -1.354 -2.687
H -0.435 -0.282 -2.991
H -0.633 -1.582 -1.963
N -0.019 0.964 0.837
O 1.940 -1.725 1.710
O -1.532 0.402 -0.728
O 0.615 -0.127 -1.133

Atom-resolved charges from natural (NBO), all expressed in e:
1. C -0.416
2. C 0.869
3. C -0.254
4. H 0.481
5. H 0.476
6. H 0.209
7. H 0.211
8. H 0.220
9. H 0.413
10. H 0.191
11. H 0.197
12. H 0.195
13. N -0.631
14. O -0.956
15. O -0.680
16. O -0.525



*c*
ORCA calculation (ωB97M-V with the def2-TZVPD basis set) on 2 unconnected molecules or ions with the total composition C3H9NO3.

**Structure (SMILES)**: CNCC(=O)O.O
**HOMO-LUMO gap**: 9.62 eV
**Charge**: 0

Element x y z (Å)
C 2.882 0.231 0.914
N 1.505 0.452 0.375
C 1.117 -0.269 -0.859
C 0.587 -1.639 -0.610
O -0.624 -1.748 -1.234
O 0.883 -2.466 0.205
H 2.730 -0.271 1.868
H 3.262 1.257 1.021
H 3.570 -0.278 0.240
H 0.842 0.254 1.107
H 1.795 0.009 -1.667
H 0.269 0.336 -1.185
H -1.012 -2.607 -1.430
H -5.127 2.079 0.433
H -6.709 2.220 0.691
O -5.971 2.439 0.129

Atom-resolved charges from natural (NBO), all expressed in e:
1. C -0.425
2. N -0.613
3. C -0.366
4. C 0.769
5. O -0.730
6. O -0.565
7. H 0.198
8. H 0.194
9. H 0.196
10. H 0.357
11. H 0.242
12. H 0.239
13. H 0.504
14. H 0.478
15. H 0.477
16. O -0.955



Relative energies, unit kcal/mol: *a* 6.3; *b* 0.0; *c* 22.4



*a*
ORCA calculation (ωB97M-V with the def2-TZVPD basis set) on 2 unconnected molecules or ions with the total composition C3H9NO3.

**Structure (SMILES)**: NC(=O)CCO.O
**HOMO-LUMO gap**: 10.67 eV
**Charge**: 0

Element x y z (Å)
C -1.185 0.295 -0.853
C -0.397 -0.845 -0.278
O 1.015 -1.085 -0.528
C -0.497 1.558 -1.476
N 0.318 2.331 -0.576
O -0.812 1.955 -2.607
H -1.998 0.574 -0.209
H -1.607 -0.129 -1.741
H -0.568 -0.764 0.884
H -0.765 -1.868 -0.792
H 1.137 -0.540 -1.407
H 0.625 3.132 -1.179
H 0.921 1.695 0.057
H 1.452 -2.668 4.250
H 1.675 -3.753 5.155
O 0.970 -3.126 4.967

Atom-resolved charges from natural (NBO), all expressed in e:
1. C -0.564
2. C -0.080
3. O -0.714
4. C 0.678
5. N -0.871
6. O -0.590
7. H 0.250
8. H 0.236
9. H 0.179
10. H 0.188
11. H 0.459
12. H 0.414
13. H 0.415
14. H 0.462
15. H 0.461
16. O -0.923



*b*
ORCA calculation (ωB97M-V with the def2-TZVPD basis set) on 2 unconnected molecules or ions with the total composition C3H9NO3.

**Structure (SMILES)**: C[C@@H](N)C(=O)O.O
**HOMO-LUMO gap**: 10.07 eV
**Charge**: 0

Element x y z (Å)
H 1.737 -0.835 0.155
O 1.618 -2.095 -0.320
O 2.041 0.295 0.210
H 0.772 -1.784 -0.757
H 1.279 -2.688 0.370
C 0.995 1.071 0.320
O 1.012 2.271 0.429
C -0.338 0.257 0.242
H -0.178 -0.577 0.954
N -0.454 -0.457 -1.050
H -1.390 -0.685 -1.353
H -0.231 0.141 -1.839
C -1.520 1.151 0.589
H -2.349 0.436 0.559
H -1.423 1.526 1.603
H -1.573 1.976 -0.111

Atom-resolved charges from natural (NBO), all expressed in e:
1. H 0.492
2. O -0.900
3. O -0.712
4. H 0.518
5. H 0.487
6. C 0.777
7. O -0.602
8. C -0.155
9. H 0.176
10. N -0.871
11. H 0.375
12. H 0.376
13. C -0.617
14. H 0.195
15. H 0.231
16. H 0.230



Relative energies, unit kcal/mol: *a* 33.9; *b* 0.0



*a*
ORCA calculation (ωB97M-V with the def2-TZVPD basis set) on a gas-phase ion, C2H5N2S2 (charge +1).

**Structure (SMILES)**: [NH2+]=C/N=C/SS
**HOMO-LUMO gap**: 9.38 eV
**Charge**: +1

Element x y z (Å)
C 0.958 1.348 -0.100
C -1.138 0.090 -0.557
N -0.068 0.599 -0.087
N -2.002 -0.409 0.206
S 2.557 0.719 0.153
S 2.114 -1.359 -0.029
H 0.818 2.498 -0.160
H -1.134 -0.091 -1.616
H -2.038 -0.463 1.263
H 2.475 -1.887 1.208
H -2.543 -1.045 -0.280

Atom-resolved charges from natural (NBO), all expressed in e:
1. C 0.027
2. C 0.371
3. N -0.442
4. N -0.693
5. S 0.301
6. S -0.109
7. H 0.262
8. H 0.231
9. H 0.451
10. H 0.190
11. H 0.414



*b*
ORCA calculation (ωB97M-V with the def2-TZVPD basis set) on a molecular structure, C2H5N2S2.

**HOMO-LUMO gap (alpha / beta)**: 7.76 / 7.76 eV
**Charge**: +1

Element x y z (Å)
C -0.903 -0.362 -0.606
C 1.571 0.625 -0.711
N -1.473 -0.592 1.650
N -0.516 -0.249 0.813
S -0.006 0.915 -1.489
S 0.998 0.366 1.101
H -0.833 -1.280 -1.102
H -1.931 -0.248 -0.517
H 2.105 -0.207 -1.021
H 2.073 1.484 -0.697
H -1.086 -0.452 2.579

Atom-resolved charges from natural (NBO), all expressed in e:
1. C -0.410
2. C -0.575
3. N -0.170
4. N -0.169
5. S 0.338
6. S 0.587
7. H 0.270
8. H 0.275
9. H 0.246
10. H 0.254
11. H 0.354



Relative energies, unit kcal/mol: *a* 0.0; *b* 52.2



*a*
ORCA calculation (ωB97M-V with the def2-TZVPD basis set) on a single C20H29N3O3S molecule.

**Structure (SMILES)**: CCOc1cc2[nH]c(=S)n(CCN3CCC(C)CC3)c(=O)c2cc1OCC
**HOMO-LUMO gap**: 8.38 eV
**Charge**: 0

Element x y z (Å)
C 5.932 4.096 -1.327
C 5.892 3.042 -2.427
H 6.393 3.416 -3.324
H 6.383 2.123 -2.099
O 4.569 2.782 -2.875
C 3.626 2.222 -2.086
C 2.326 2.454 -2.520
C 1.231 1.924 -1.854
C 1.435 1.148 -0.712
C 2.736 0.903 -0.275
C 3.837 1.409 -0.938
O 5.128 1.148 -0.575
C 5.399 0.462 0.634
C 5.197 1.333 1.870
H 5.464 0.767 2.758
H 5.832 2.214 1.812
H 4.163 1.655 1.958
H 6.453 0.184 0.545
H 4.805 -0.456 0.699
H 2.835 0.282 0.600
C 0.300 0.589 0.015
O 0.402 -0.095 1.013
N -0.956 0.901 -0.510
C -1.155 1.641 -1.640
N -0.059 2.141 -2.271
H -0.237 2.690 -3.101
S -2.643 1.966 -2.271
C -2.110 0.346 0.175
H -1.818 0.180 1.212
H -2.929 1.065 0.132
C -2.556 -0.978 -0.462
N -3.562 -1.606 0.367
C -4.558 -2.348 -0.382
C -5.696 -2.764 0.546
C -5.170 -3.630 1.689
C -6.287 -4.014 2.654
H -6.733 -3.123 3.090
H -7.066 -4.569 2.136
H -5.900 -4.634 3.460
C -4.061 -2.856 2.400
C -2.983 -2.439 1.405
H -2.204 -1.873 1.917
H -2.514 -3.343 0.971
H -4.484 -1.959 2.856
H -3.614 -3.466 3.187
H -4.741 -4.547 1.266
H -6.156 -1.866 0.959
H -6.451 -3.307 -0.027
H -4.949 -1.700 -1.170
H -4.124 -3.247 -0.858
H -2.980 -0.762 -1.445
H -1.672 -1.623 -0.605
H 2.193 3.062 -3.401
H 5.439 3.729 -0.430
H 5.428 5.001 -1.656
H 6.965 4.332 -1.087

Atom-resolved charges from natural (NBO), all expressed in e:
1. C -0.638
2. C -0.062
3. H 0.188
4. H 0.197
5. O -0.489
6. C 0.326
7. C -0.283
8. C 0.176
9. C -0.160
10. C -0.230
11. C 0.215
12. O -0.513
13. C -0.061
14. C -0.641
15. H 0.221
16. H 0.213
17. H 0.217
18. H 0.196
19. H 0.177
20. H 0.244
21. C 0.669
22. O -0.599
23. N -0.446
24. C 0.291
25. N -0.554
26. H 0.432
27. S -0.222
28. C -0.232
29. H 0.234
30. H 0.239
31. C -0.223
32. N -0.450
33. C -0.208
34. C -0.401
35. C -0.215
36. C -0.596
37. H 0.202
38. H 0.206
39. H 0.206
40. C -0.402
41. C -0.216
42. H 0.207
43. H 0.158
44. H 0.203
45. H 0.206
46. H 0.191
47. H 0.203
48. H 0.206
49. H 0.204
50. H 0.156
51. H 0.217
52. H 0.172
53. H 0.228
54. H 0.211
55. H 0.213
56. H 0.218



*b*
ORCA calculation (ωB97M-V with the def2-TZVPD basis set) on a single C20H29N3O3S molecule.

**Structure (SMILES)**: CC[C@@H](CC(=O)N(C)[C@@H]1CN(C(=O)/C=C/c2cc(C)no2)CC12CC2)SC
**HOMO-LUMO gap**: 8.72 eV
**Charge**: 0

Element x y z (Å)
C -2.275 -2.757 1.610
C -1.973 -1.380 1.028
C -0.484 -1.153 0.761
C -0.177 0.012 -0.181
C -0.578 1.383 0.348
O -1.483 1.482 1.161
N 0.083 2.477 -0.096
C 1.174 2.446 -1.063
C -0.209 3.794 0.454
C 0.019 3.906 1.975
N -1.316 4.003 2.567
C -1.620 3.945 3.882
O -2.782 4.019 4.270
C -0.495 3.792 4.826
C -0.706 3.597 6.125
C 0.323 3.445 7.126
C 0.271 3.210 8.465
C 1.617 3.173 8.873
C 2.175 2.947 10.241
N 2.425 3.371 7.864
O 1.615 3.543 6.759
C -2.384 4.122 1.583
C -1.637 4.283 0.272
C -1.913 5.473 -0.612
C -2.359 4.104 -1.032
S 0.503 -1.025 2.284
C 1.264 -2.664 2.317
H -3.350 -2.891 1.735
H -1.912 -3.560 0.962
H -1.815 -2.876 2.592
H -2.530 -1.244 0.096
H -2.341 -0.616 1.711
H -0.116 -2.042 0.239
H 0.894 -0.018 -0.380
H -0.696 -0.140 -1.133
H 1.205 1.525 -1.635
H 1.046 3.252 -1.787
H 2.141 2.581 -0.570
H 0.466 4.499 -0.026
H 0.577 3.047 2.343
H 0.573 4.825 2.184
H 0.519 3.845 4.450
H -1.721 3.541 6.503
H -0.609 3.080 9.072
H 1.382 2.794 10.972
H 2.820 2.070 10.260
H 2.769 3.800 10.566
H -2.958 3.195 1.578
H -3.047 4.960 1.792
H -2.657 6.189 -0.287
H -1.088 5.938 -1.139
H -1.840 3.602 -1.839
H -3.411 3.852 -0.992
H 1.891 -2.736 3.203
H 0.508 -3.446 2.365
H 1.888 -2.821 1.438

Atom-resolved charges from natural (NBO), all expressed in e:
1. C -0.608
2. C -0.416
3. C -0.319
4. C -0.495
5. C 0.697
6. O -0.644
7. N -0.444
8. C -0.402
9. C -0.024
10. C -0.218
11. N -0.408
12. C 0.641
13. O -0.636
14. C -0.257
15. C -0.170
16. C 0.279
17. C -0.331
18. C 0.144
19. C -0.643
20. N -0.125
21. O -0.282
22. C -0.192
23. C -0.082
24. C -0.395
25. C -0.406
26. S 0.190
27. C -0.742
28. H 0.215
29. H 0.191
30. H 0.208
31. H 0.195
32. H 0.242
33. H 0.214
34. H 0.221
35. H 0.229
36. H 0.216
37. H 0.201
38. H 0.197
39. H 0.216
40. H 0.219
41. H 0.197
42. H 0.213
43. H 0.242
44. H 0.234
45. H 0.220
46. H 0.234
47. H 0.234
48. H 0.231
49. H 0.209
50. H 0.217
51. H 0.206
52. H 0.212
53. H 0.223
54. H 0.233
55. H 0.214
56. H 0.208



Relative energies, unit kcal/mol: *a* 0.0; *b* 62.2